{
  "formula": "C46H28N11OTi",
  "method": "the ωB97M-V functional and the def2-TZVPD basis",
  "species": ["Ti", "C", "C", "C", "C", "C", "N", "C", "N", "C", "C", "C", "C", "C", "C", "C", "C", "N", "C", "N", "C", "N", "C", "N", "C", "N", "C", "C", "C", "C", "C", "C", "C", "C", "C", "C", "C", "C", "N", "C", "C", "H", "H", "H", "H", "H", "H", "H", "H", "H", "H", "H", "H", "H", "H", "H", "H", "C", "C", "N", "N", "C", "O", "C", "C", "C", "C", "C", "C", "C", "C", "C", "C", "C", "N", "H", "H", "H", "H", "H", "H", "H", "H", "H", "H", "H", "H"],
  "positions_angstrom": [[0.9165, -1.1647, 0.5384], [4.9449, 0.6934, -3.7333], [4.4409, 1.8889, -4.3533], [3.4867, 2.6699, -3.7961], [2.9622, 2.2730, -2.5285], [1.7341, 2.6157, -1.9434], [1.6968, 1.9357, -0.7008], [2.5444, 0.7975, -0.8058], [2.3668, -0.3494, -0.2644], [0.6663, 2.0608, 0.2903], [0.0425, 3.2639, 0.8182], [0.0953, 4.6573, 0.6817], [-0.7787, 5.4270, 1.4641], [-1.6205, 4.8446, 2.4134], [-1.8459, 3.4599, 2.4244], [-1.0660, 2.7132, 1.5646], [-1.0071, 1.2952, 1.3829], [-2.0559, 0.4925, 1.6882], [-2.1334, -0.6447, 1.0566], [-1.2052, -1.0955, 0.0645], [-2.1169, -1.2972, -0.9853], [-1.9673, -0.8771, -2.2376], [-1.6263, 0.3519, -2.6486], [-0.4857, 0.9623, -2.2795], [-0.3811, 2.1857, -2.8008], [0.6422, 3.0386, -2.5891], [-1.5401, 2.4477, -3.6884], [-1.9278, 3.4901, -4.5189], [-3.0925, 3.3228, -5.2730], [-3.7234, 2.0761, -5.3803], [-3.2792, 0.9610, -4.6063], [-2.2759, 1.1803, -3.6956], [-3.4321, -1.7665, -0.4336], [-4.6303, -2.2691, -1.0296], [-5.7060, -2.4613, -0.1576], [-5.6927, -1.9141, 1.1527], [-4.5671, -1.3061, 1.6895], [-3.4168, -1.3300, 0.8752], [0.1965, 0.9408, 0.8039], [3.4757, 1.1322, -1.8633], [4.4637, 0.3462, -2.4923], [5.6833, 0.0738, -4.3148], [4.9032, 2.0807, -5.3332], [3.1257, 3.5593, -4.3674], [0.8148, 5.1049, 0.0048], [-0.8122, 6.5338, 1.3079], [-1.9736, 5.4778, 3.2303], [-2.4481, 2.9535, 3.1604], [-1.3340, 4.4279, -4.5118], [-3.5257, 4.1637, -5.7516], [-4.5808, 1.9304, -6.0036], [-3.7626, -0.0341, -4.6809], [-4.6239, -2.6390, -2.0663], [-6.6427, -2.9278, -0.4616], [-6.6240, -1.9585, 1.7053], [-4.5342, -0.7929, 2.6301], [4.7902, -0.5682, -1.9636], [3.5826, -4.2322, 2.0273], [2.4670, -3.5394, 1.3039], [1.9162, -2.3830, 1.7302], [2.1510, -1.9114, 2.9827], [1.1574, -1.1648, 3.3982], [0.1494, -0.8978, 2.5931], [0.9877, -0.8417, 4.8075], [-0.2088, -0.2750, 5.2680], [-0.4638, -0.2050, 6.6609], [0.4675, -0.6697, 7.5716], [1.7284, -1.0543, 7.0951], [1.9960, -1.0459, 5.7321], [2.0422, -3.8028, -0.0679], [2.5288, -4.8387, -0.8784], [2.2591, -4.7794, -2.2378], [1.4131, -3.7916, -2.7641], [0.8715, -2.8696, -1.8846], [1.1649, -2.8715, -0.5609], [3.7709, -3.6499, 2.9727], [3.4152, -5.2968, 2.3137], [4.4734, -4.1964, 1.3797], [-1.0194, 0.0451, 4.6107], [-1.3812, 0.2436, 7.0093], [0.2937, -0.6630, 8.6291], [2.5444, -1.3530, 7.7798], [2.9869, -1.2764, 5.3009], [3.0818, -5.6831, -0.4487], [2.7013, -5.5751, -2.9161], [1.1550, -3.7291, -3.8522], [0.2107, -2.1264, -2.2430]],
  "atomic_forces_ev_per_a": [[-2.229, 4.178, 0.175], [0.002, 0.482, -0.594], [1.786, -1.583, -0.735], [-0.924, 0.831, 0.244], [1.401, -0.057, -1.642], [-0.845, -0.874, 2.495], [-0.880, -0.206, 0.393], [0.282, 0.913, -0.220], [-0.877, -0.348, 1.391], [2.269, 1.549, -1.090], [-1.176, -1.529, -0.494], [-0.307, 0.392, 0.265], [1.140, 0.687, -1.257], [-0.513, -1.070, 0.783], [0.464, 1.807, 0.298], [1.290, -1.308, -0.747], [0.691, 0.491, 1.348], [0.326, -1.504, -0.563], [0.268, 0.531, 1.329], [-2.124, 0.146, -1.565], [1.688, 0.172, 0.305], [-2.074, -0.171, -0.300], [2.803, -0.293, -0.116], [-0.204, -1.513, 1.337], [1.062, 2.262, 0.447], [-1.755, -0.669, -1.358], [-1.084, -1.394, -0.812], [0.758, 0.079, 1.069], [-0.159, -1.274, 0.121], [0.986, -0.306, 1.074], [-0.689, 0.215, -0.110], [0.727, 1.665, -0.126], [-0.595, -0.197, -1.030], [0.946, -0.588, 0.755], [0.166, 0.750, -0.003], [0.191, -0.098, -0.235], [0.342, -0.437, -1.322], [-0.398, 0.601, 0.657], [-2.075, -0.412, -0.630], [-0.014, 0.379, -1.512], [0.029, -0.813, 0.866], [-0.833, 0.692, 0.959], [-0.540, 0.361, 0.439], [0.110, -0.859, 0.837], [-0.154, 0.180, 0.039], [0.314, -1.070, 0.400], [-0.468, -0.165, -0.466], [-0.328, 0.109, 0.022], [-0.649, -0.660, -0.058], [-0.184, 0.584, -0.664], [-0.310, 0.158, -0.339], [0.283, 0.829, 0.061], [-0.133, 0.378, 0.563], [0.358, 0.071, -0.245], [0.122, -0.023, 0.149], [-0.124, -0.010, 0.360], [-0.150, 0.522, -0.460], [0.017, 0.144, 0.921], [-0.792, 2.508, 1.001], [1.787, -2.865, 0.641], [1.361, -0.971, 0.514], [-2.760, -0.004, -2.276], [2.328, -0.449, 0.468], [-0.538, 1.376, 0.661], [-0.732, -0.398, 0.996], [0.344, 0.090, -1.024], [0.934, 0.019, -0.663], [0.636, 0.034, 0.198], [0.876, -0.924, -0.109], [-0.411, 0.089, -0.670], [-0.145, 0.265, 0.299], [0.045, -1.057, -1.147], [0.196, -0.221, -0.559], [0.793, -1.043, 0.861], [0.654, -1.650, -1.759], [-0.106, -0.622, -1.021], [-0.174, 0.747, -0.379], [-0.184, -0.021, 0.260], [0.492, -0.206, -0.155], [-0.178, -0.093, -0.034], [-0.229, 0.006, 0.330], [-0.672, 0.313, -0.340], [-0.551, -0.124, 0.649], [-0.014, 0.635, -0.184], [-0.670, 1.139, 0.907], [0.369, -0.129, 1.253], [-0.688, 0.829, -0.122]],
  "charge": 0,
  "multiplicity": 2,
  "total_energy_ev": -89707.8811,
  "e_above_lowest_ev": 4.929,
  "fmax_ev_per_a": 4.7,
  "gap_ev": [3.539, 3.857],
  "homo_energy_ev": [-5.4, -5.6]
}